1.
This record from the Open Molecules 2025 dataset describes the ion C3H4ClO2S with charge -1 in a non-equilibrium geometry. The level of theory is ωB97M-V/def2-TZVPD.

- LUMO energy (eV) = 3.710
- net charge = -1

Cartesian coordinates (Å):
C -0.950 -0.531 -0.493
C -0.922 0.316 0.736
C 0.281 -0.322 0.251
O 2.529 1.306 0.455
O 2.089 0.210 -1.710
S 1.520 0.958 -0.567
Cl 0.786 -1.675 1.212
H -1.566 -1.444 -0.553
H -1.104 -0.066 -1.373
H -1.120 1.378 0.569
H -1.543 -0.130 1.472

=====

2.
This record from the Open Molecules 2025 dataset describes a cluster of 2 separate species, C3H4ClO4 in total in a non-equilibrium geometry. The level of theory is ωB97M-V/def2-TZVPD.

- LUMO energy (eV) = 3.734
- net charge = -1

Cartesian coordinates (Å):
C -1.513 2.314 1.165
C 0.737 -0.520 -0.224
C -0.490 -0.081 0.596
O -2.643 1.999 1.048
O -0.586 3.000 1.422
O 1.730 0.474 -0.047
O -1.632 -0.593 -0.139
Cl -0.280 -0.923 2.165
H 1.129 -1.485 -0.062
H 0.633 -0.542 -1.306
H 1.504 1.269 0.461
H -2.365 -0.259 0.460

=====

3.
This record from the Open Molecules 2025 dataset describes a structure of composition C3H4CoO3 in a non-equilibrium geometry. The level of theory is ωB97M-V/def2-TZVPD.

- <S²> = 8.77
- LUMO energy (spin up / spin down) (eV) = 0.712 / -3.309
- multiplicity = 6

Cartesian coordinates (Å):
H 0.761 -0.492 -1.560
O 1.479 -0.818 2.237
O -0.979 -1.297 -0.758
C -0.275 -0.222 -1.236
C -0.117 0.935 -0.248
O 0.874 0.693 0.761
C 0.542 -0.144 1.769
H -0.758 0.245 -2.129
H -1.086 1.120 0.246
H 0.206 1.843 -0.778
Co -0.647 -1.863 1.697

=====

4.
This record from the Open Molecules 2025 dataset describes a structure of composition C3H4CrO3 in a non-equilibrium geometry. The level of theory is ωB97M-V/def2-TZVPD.

- <S²> = 6.06
- LUMO energy (spin up / spin down) (eV) = -0.876 / -0.937
- multiplicity = 5

Cartesian coordinates (Å):
C -1.049 2.111 0.282
C -1.281 0.835 0.660
H -0.804 2.923 0.986
H -1.655 0.750 1.699
H -1.193 2.443 -0.756
O 0.808 -0.802 -1.314
C 1.068 -1.553 -0.341
O 0.208 -1.905 0.502
O 2.335 -1.929 -0.113
Cr -1.215 -0.803 -0.646
H 2.778 -2.070 -0.959

=====

5.
This record from the Open Molecules 2025 dataset describes a structure of composition C3H4CuLiO2 in a non-equilibrium geometry. The level of theory is ωB97M-V/def2-TZVPD.

- <S²> = 0.75
- LUMO energy (spin up / spin down) (eV) = -4.245 / -6.558
- net charge = +1
- multiplicity = 2

Cartesian coordinates (Å):
O -0.011 1.808 0.629
Cu 1.172 0.728 1.660
C -1.012 1.381 0.004
O -1.228 0.025 0.070
C -0.383 -0.868 0.692
C 0.829 -1.214 0.177
H -0.862 -1.424 1.505
H 1.404 -1.967 0.723
H 1.406 -0.932 -0.705
Li -1.210 1.901 -2.121
H -0.105 0.561 -2.634

=====

6.
This record from the Open Molecules 2025 dataset describes a structure of composition C3H4DyO3 in a non-equilibrium geometry. The level of theory is ωB97M-V/def2-TZVPD.

- <S²> = 12.08
- LUMO energy (spin up / spin down) (eV) = -0.675 / -1.791
- multiplicity = 7

Cartesian coordinates (Å):
O -1.956 0.345 -0.276
C -2.840 -0.091 0.573
C -4.074 -0.573 0.317
H -2.479 -0.034 1.678
H -4.222 -1.645 0.186
H -4.929 0.099 0.196
O 0.831 0.100 2.102
C 0.204 0.967 2.784
O 0.005 2.113 2.277
Dy 0.375 1.278 -0.015
H 0.251 0.891 3.889

=====

7.
This record from the Open Molecules 2025 dataset describes a structure of composition C3H4EuLiO5 in a non-equilibrium geometry. The level of theory is ωB97M-V/def2-TZVPD.

- <S²> = 20.01
- LUMO energy (spin up / spin down) (eV) = -0.343 / -0.463
- multiplicity = 9

Cartesian coordinates (Å):
O 0.082 1.697 2.552
C 0.121 0.594 1.697
C 1.487 0.058 1.469
O 1.734 -0.859 0.691
H -0.008 1.408 3.464
H -0.542 -0.230 2.010
H 2.327 0.670 1.853
Eu 0.736 -2.563 -0.879
O -0.432 0.876 -1.660
C -0.909 0.029 -2.450
O -0.707 -1.275 -2.244
O -1.723 0.286 -3.397
Li -1.883 -1.581 -3.732
H -0.282 0.890 0.627

=====

8.
This record from the Open Molecules 2025 dataset describes a structure of composition C3H4F13K4N2O19S7 in a non-equilibrium geometry. The level of theory is ωB97M-V/def2-TZVPD.

- LUMO energy (eV) = 0.478
- net charge = -1

Cartesian coordinates (Å):
K -1.365 -3.604 -2.262
K 1.755 1.696 0.579
K 2.333 -3.186 -2.002
K -1.628 0.234 -3.754
N 1.502 -0.323 3.781
S 1.063 -1.252 5.141
O 2.116 -2.138 5.626
O -0.327 -1.688 5.339
F 1.165 0.006 6.168
S 1.215 -1.566 2.884
O -0.183 -1.816 2.510
O 2.128 -2.722 2.869
F 1.627 -0.805 1.496
N -2.249 2.632 2.274
S -2.693 1.055 1.997
O -2.281 0.308 0.825
O -3.930 0.627 2.615
F -1.610 0.486 2.992
S -3.056 3.086 1.047
O -4.471 2.819 0.994
O -2.313 3.243 -0.168
F -3.108 4.624 1.533
C 1.140 -3.573 0.757
F 1.994 -2.854 -0.064
F 1.799 -4.092 1.775
F 0.139 -2.806 1.258
S 0.233 -4.937 -0.345
O 0.532 -6.284 0.181
O -1.196 -4.622 -0.337
O 0.756 -4.832 -1.702
C -0.009 -0.112 -0.659
F 0.292 -0.623 0.461
F -1.332 0.069 -0.588
F 0.613 0.993 -0.789
S 0.456 -1.330 -2.092
O 1.913 -1.052 -2.435
O 0.211 -2.696 -1.617
O -0.494 -1.041 -3.181
C 0.549 5.001 -0.834
F 0.643 5.087 0.443
F -0.678 4.780 -1.262
F 0.943 6.092 -1.378
S 1.687 3.627 -1.620
O 1.117 2.389 -1.189
O 1.627 3.863 -3.123
O 3.071 3.847 -1.085
O -0.480 2.094 -2.519
H 0.181 2.170 -1.831
H -0.262 2.789 -3.139
O -0.758 -1.300 -5.153
H -0.350 -0.648 -5.722
H -0.025 -1.715 -4.698

=====

9.
This record from the Open Molecules 2025 dataset describes an isolated molecule of C3H4F2 in a non-equilibrium geometry. The level of theory is ωB97M-V/def2-TZVPD.

- LUMO energy (eV) = 1.118
- SMILES = F[C@@H]1C[C@@H]1F

Cartesian coordinates (Å):
C -0.796 0.076 0.398
C 0.223 -0.763 -0.341
C 0.699 0.463 0.190
H -1.294 -0.282 1.261
H 0.027 -0.679 -1.421
H 0.718 -1.628 -0.263
H 1.211 0.496 1.137
F -1.694 0.790 -0.301
F 0.906 1.527 -0.660

=====

10.
This record from the Open Molecules 2025 dataset describes an isolated molecule of C3H4F2 in a non-equilibrium geometry. The level of theory is ωB97M-V/def2-TZVPD.

- LUMO energy (eV) = 1.079
- SMILES = F[C@@H]1C[C@@H]1F

Cartesian coordinates (Å):
C -0.785 -0.595 -0.144
C 0.719 -0.007 -0.384
C 0.155 0.361 0.774
H -0.680 -1.629 0.087
H 0.392 0.761 -1.329
H 1.452 -0.711 -0.919
H 0.560 0.042 1.657
F -1.865 0.097 -0.547
F 0.052 1.680 0.806

=====

11.
This record from the Open Molecules 2025 dataset describes a cluster of 2 separate species, C3H4F2IN in total in a non-equilibrium geometry. The level of theory is ωB97M-V/def2-TZVPD.

- LUMO energy (eV) = 0.030
- SMILES = FC1(F)C=C1.NI

Cartesian coordinates (Å):
C 1.937 -0.974 -0.837
C 0.889 -0.253 -1.205
C 0.764 -1.075 0.020
N -2.048 1.058 0.701
F 0.891 -0.648 1.300
F -0.027 -2.171 0.127
I -1.477 2.845 0.011
H -2.926 1.252 1.169
H 2.995 -1.244 -0.933
H 0.447 0.407 -1.820
H -1.445 0.804 1.467

=====

12.
This record from the Open Molecules 2025 dataset describes an isolated molecule of C3H4F2N2. The level of theory is ωB97M-V/def2-TZVPD.

- LUMO energy (eV) = 0.850
- SMILES = [H]/N=C/CN=C(F)F

Cartesian coordinates (Å):
C 0.737 -0.222 -0.046
C 0.433 0.859 -1.048
C -0.912 -1.082 1.394
N -0.345 -1.100 0.303
N -0.671 1.030 -1.609
F -1.857 -1.920 1.730
F -0.693 -0.257 2.432
H 1.506 -0.857 -0.504
H 1.178 0.268 0.833
H 1.329 1.480 -1.212
H -0.705 1.800 -2.271